A 12-piece molecular cluster, C35H81N11O15S overall in a non-equilibrium geometry. Source: the Open Molecules 2025 dataset; level of theory: the ωB97M-V functional and the def2-TZVPD basis.

Values from the calculation:
- Net charge: -1
- E_HOMO (alpha / beta): -0.00585 / -0.25699 hartree
- ⟨S²⟩: 0.75
- Spin multiplicity: 2
- ΔE to the lowest compared entry with this formula, charge and spin: 0.0 kcal/mol

Cartesian coordinates (Å):
C -2.03 -6.76 1.87
C -3.37 -6.12 2.05
O -3.21 -4.71 1.87
S -1.62 -4.29 1.44
O -0.91 -3.89 2.64
O -1.67 -3.33 0.29
O -1.31 -5.85 1.10
H -2.07 -7.70 1.32
H -1.47 -6.80 2.81
H -3.69 -6.32 3.07
H -4.18 -6.39 1.36
C 0.18 -0.38 -4.15
C -0.82 -1.51 -4.39
O -0.39 -2.58 -4.86
N -2.10 -1.33 -3.99
C -3.09 -2.42 -4.19
H 1.17 -0.83 -4.04
H -0.09 0.24 -3.30
H 0.36 0.31 -4.98
H -2.39 -0.43 -3.64
H -4.09 -1.99 -4.26
H -3.02 -3.11 -3.35
H -2.88 -2.89 -5.14
C 5.19 0.36 -0.04
C 5.33 -0.22 1.36
O 6.41 -0.82 1.66
N 4.29 -0.17 2.17
C 4.26 -0.80 3.50
H 5.88 -0.08 -0.76
H 5.35 1.43 0.06
H 4.15 0.30 -0.36
H 3.41 0.19 1.81
H 4.22 -0.07 4.31
H 5.05 -1.50 3.78
H 3.31 -1.32 3.51
C 3.74 4.56 -2.71
C 2.52 3.95 -2.08
O 1.64 4.65 -1.57
N 2.52 2.57 -1.94
C 3.25 1.64 -2.81
H 3.41 5.50 -3.15
H 4.41 3.93 -3.29
H 4.34 4.95 -1.89
H 1.73 2.20 -1.43
H 3.21 2.00 -3.84
H 2.87 0.62 -2.72
H 4.29 1.57 -2.48
C -0.32 -5.47 -2.38
C -0.74 -6.17 -3.73
O -0.77 -7.37 -3.72
N -0.96 -5.42 -4.81
C -1.33 -5.88 -6.16
H 0.60 -5.93 -2.03
H -1.10 -5.52 -1.62
H -0.12 -4.42 -2.62
H -0.73 -4.45 -4.69
H -0.48 -6.27 -6.70
H -1.65 -5.01 -6.73
H -2.09 -6.66 -6.22
C 4.84 -3.33 -1.68
C 3.89 -4.06 -0.75
O 3.01 -4.75 -1.25
N 3.89 -3.79 0.56
C 2.91 -4.31 1.50
H 5.66 -2.83 -1.19
H 4.29 -2.67 -2.35
H 5.22 -4.20 -2.22
H 4.73 -3.45 1.01
H 3.50 -4.74 2.31
H 2.32 -5.20 1.25
H 2.29 -3.59 2.03
C -2.47 2.45 3.58
C -3.72 3.30 3.86
O -3.68 4.49 3.66
N -4.83 2.70 4.31
C -5.15 1.30 4.72
H -2.12 2.90 2.65
H -2.68 1.38 3.47
H -1.70 2.49 4.35
H -5.53 3.37 4.61
H -4.47 0.77 5.39
H -5.10 0.78 3.76
H -6.18 1.14 5.05
C -3.55 -1.13 -0.53
C -3.91 0.06 -1.38
O -3.00 0.83 -1.70
N -5.23 0.16 -1.65
C -5.70 1.29 -2.49
H -4.37 -1.48 0.10
H -2.58 -1.14 -0.04
H -3.42 -1.91 -1.27
H -5.89 -0.60 -1.54
H -5.38 2.27 -2.12
H -6.77 1.23 -2.34
H -5.46 1.09 -3.53
C 0.73 -1.68 -0.89
C 0.89 -0.39 0.01
O 1.81 -0.45 0.87
N 0.02 0.60 -0.11
C 0.21 1.93 0.50
H -0.19 -1.66 -1.48
H 0.75 -2.61 -0.32
H 1.62 -1.65 -1.52
H -0.75 0.53 -0.75
H -0.21 1.77 1.49
H -0.21 2.67 -0.18
H 1.29 2.10 0.57
C -3.48 4.11 0.03
C -2.77 4.59 -1.19
O -2.56 5.74 -1.39
N -2.38 3.62 -1.96
C -1.52 3.86 -3.08
H -3.63 4.95 0.71
H -2.90 3.38 0.60
H -4.46 3.71 -0.23
H -2.75 2.74 -1.63
H -2.02 4.43 -3.86
H -1.24 2.86 -3.40
H -0.60 4.41 -2.86
C 2.84 3.42 5.83
C 2.25 2.08 5.46
O 2.61 1.14 6.20
N 1.26 2.01 4.55
C 0.59 0.74 4.22
H 3.85 3.40 5.40
H 2.95 3.56 6.90
H 2.31 4.25 5.35
H 0.95 2.89 4.18
H -0.19 0.88 3.46
H 0.03 0.35 5.07
H 1.39 0.08 3.89
C -0.19 5.66 1.50
C 0.95 4.97 2.18
O 0.99 4.69 3.36
N 1.91 4.55 1.37
C 3.11 3.86 1.75
H 0.13 6.70 1.59
H -1.10 5.31 2.00
H -0.31 5.45 0.43
H 1.67 4.68 0.40
H 3.40 4.01 2.79
H 3.89 4.38 1.20
H 3.04 2.77 1.64